[1]
Here is 2 unconnected molecules or ions with the total composition C2H5F2P from the OMol25 dataset. Energies are from ωB97M-V/def2-TZVPD.

```
! wB97M-V def2-TZVPD RIJCOSX def2/J DEFGRID3
* xyz 0 1
C -1.173 0.113 0.060
C 0.035 0.713 -0.477
F -0.029 1.226 -1.713
F 0.571 1.651 0.389
P 2.145 -1.302 -0.064
H -0.993 -1.014 0.117
H -1.472 0.304 1.067
H -2.037 0.455 -0.560
H 0.955 -1.898 0.269
H 1.998 -0.248 0.912
*
```

Values from the calculation:
orbital gap (spin up / spin down) = 0.296 / 0.319 Ha
energy = -16875.2652 eV

natural (NBO) atomic charge list, values in e, 6 entries:
1 C -0.7751
2 C 0.7526
3 F -0.3272
4 F -0.3601
5 P 0.0602
6 H 0.2500

---

[2]
Here is 2 unconnected molecules or ions with the total composition C2H5F3Si from the OMol25 dataset. Energies are from ωB97M-V/def2-TZVPD.

```
! wB97M-V def2-TZVPD RIJCOSX def2/J DEFGRID3
* xyz 0 1
F -1.947 -0.851 0.594
Si -2.584 -0.050 -0.606
F -3.069 -1.104 -1.610
F -3.758 0.710 0.174
H -1.611 0.997 -0.977
C 1.780 -0.489 0.290
C 2.499 0.609 0.453
H 0.674 -0.561 0.195
H 2.387 -1.404 0.336
H 3.585 0.596 0.521
H 2.043 1.549 0.631
*
```

Values from the calculation:
orbital gap = 0.408 Ha
SMILES string = F[SiH](F)F.C=C
energy = -18189.3389 eV

natural (NBO) atomic charge list, values in e, 6 entries:
1 F -0.6593
2 Si 2.2147
3 F -0.6353
4 F -0.6524
5 H -0.2666
6 C -0.3926

---

[3]
Here is 2 unconnected molecules or ions with the total composition C2H5FS from the OMol25 dataset. Energies are from ωB97M-V/def2-TZVPD.

```
! wB97M-V def2-TZVPD RIJCOSX def2/J DEFGRID3
* xyz 0 1
C -0.715 -0.179 -1.358
C -0.088 -0.850 -0.324
F 0.018 -2.201 -0.340
H -0.830 0.927 -1.316
H -1.257 -0.636 -2.151
H 0.447 -0.465 0.558
S 0.696 1.578 2.073
H 1.310 0.408 2.001
H 0.419 1.419 0.856
*
```

Values from the calculation:
orbital gap = 0.397 Ha
SMILES string = C=CF.S
energy = -15706.1724 eV

natural (NBO) atomic charge list, values in e, 6 entries:
1 C -0.5044
2 C 0.2401
3 F -0.3423
4 H 0.2118
5 H 0.2208
6 H 0.1637

---

[4]
Here is C2H5FS in the gas phase from the OMol25 dataset. Energies are from ωB97M-V/def2-TZVPD.

```
! wB97M-V def2-TZVPD RIJCOSX def2/J DEFGRID3
* xyz 0 1
F 1.455 -1.276 -0.314
C 1.027 -0.043 0.125
C -0.392 0.309 -0.395
S -1.874 -0.737 -0.180
H 1.701 0.751 -0.275
H 0.954 -0.012 1.239
H -0.561 1.321 0.132
H -0.419 0.546 -1.484
H -1.892 -0.861 1.152
*
```

Values from the calculation:
orbital gap = 0.373 Ha
SMILES string = FCCS
energy = -15707.2460 eV

natural (NBO) atomic charge list, values in e, 6 entries:
1 F -0.3583
2 C 0.0463
3 C -0.5659
4 S -0.0171
5 H 0.1728
6 H 0.1628

---

[5]
Here is 2 unconnected molecules or ions with the total composition C2H5FS from the OMol25 dataset. Energies are from ωB97M-V/def2-TZVPD.

```
! wB97M-V def2-TZVPD RIJCOSX def2/J DEFGRID3
* xyz 0 3
C -1.323 -0.801 0.802
C 1.360 0.442 -0.329
F 1.296 -0.145 -1.495
S 2.337 1.813 -0.616
H -1.587 -0.360 -0.257
H -0.430 -0.764 1.326
H -1.925 -0.125 1.581
H -1.794 -1.656 0.913
H 2.067 1.596 -1.925
*
```

Values from the calculation:
orbital gap (spin up / spin down) = 0.311 / 0.321 Ha
energy = -15701.8656 eV
<S²> = 2.005

natural (NBO) atomic charge list, values in e, 6 entries:
1 C -0.8483
2 C 0.2135
3 F -0.3511
4 S -0.0166
5 H 0.2279
6 H 0.2210

---

[6]
Here is a molecular structure, C2H5I5Si2 from the OMol25 dataset. Energies are from ωB97M-V/def2-TZVPD.

```
! wB97M-V def2-TZVPD RIJCOSX def2/J DEFGRID3
* xyz 0 1
C 1.397 0.721 2.535
C -0.405 2.183 0.760
Si 0.129 0.407 1.305
Si 4.152 1.176 0.102
I -1.941 1.879 -0.750
I 1.350 3.144 -0.083
I 5.737 0.600 2.120
I 5.399 2.613 -1.555
I 3.443 -0.775 -1.361
H 1.979 -0.102 2.852
H 1.658 1.656 3.030
H -0.677 2.804 1.598
H 0.874 -0.215 0.035
H -1.079 -0.474 1.704
*
```

Values from the calculation:
orbital gap (spin up / spin down) = 0.242 / 0.249 Ha
energy = -58413.0289 eV

natural (NBO) atomic charge list, values in e, 6 entries:
1 C -0.7623
2 C -0.9477
3 Si 1.0595
4 Si 0.4537
5 I 0.1630
6 I 0.2289

---

[7]
Here is C2H5IN2 in the gas phase from the OMol25 dataset. Energies are from ωB97M-V/def2-TZVPD.

```
! wB97M-V def2-TZVPD RIJCOSX def2/J DEFGRID3
* xyz 0 1
C -0.007 0.970 1.096
C -0.875 -1.012 -0.250
N 0.091 -0.038 0.181
N 1.068 0.134 -0.703
I -0.274 -2.705 -1.258
H -0.617 0.950 2.001
H 0.448 1.906 0.922
H -1.894 -1.173 0.318
H 1.385 1.067 -0.712
H 0.676 -0.098 -1.595
*
```

Values from the calculation:
orbital gap (spin up / spin down) = 0.272 / 0.272 Ha
energy = -13231.6398 eV

natural (NBO) atomic charge list, values in e, 6 entries:
1 C -0.3363
2 C -0.4713
3 N -0.0909
4 N -0.5950
5 I 0.1363
6 H 0.2048

---

[8]
Here is C2H5IN2O in the gas phase from the OMol25 dataset. Energies are from ωB97M-V/def2-TZVPD.

```
! wB97M-V def2-TZVPD RIJCOSX def2/J DEFGRID3
* xyz 0 1
I -3.205 0.025 0.031
C -1.309 -0.362 -0.822
N -0.580 1.078 -0.549
N 0.143 0.930 0.555
C 0.457 -0.508 0.689
O -0.475 -1.278 -0.170
H -1.574 -0.760 -1.860
H -0.006 1.261 -1.398
H -0.428 1.473 1.265
H 1.431 -0.832 0.397
H 0.365 -0.904 1.756
*
```

Values from the calculation:
orbital gap = 0.352 Ha
SMILES string = I[C@H]1NNCO1
energy = -15280.8593 eV

natural (NBO) atomic charge list, values in e, 6 entries:
1 I 0.0360
2 C 0.0696
3 N -0.4729
4 N -0.4752
5 C 0.0576
6 O -0.5340

---

[9]
Here is 2 unconnected molecules or ions with the total composition C2H5IN2O from the OMol25 dataset. Energies are from ωB97M-V/def2-TZVPD.

```
! wB97M-V def2-TZVPD RIJCOSX def2/J DEFGRID3
* xyz 0 1
H -0.274 -0.309 -2.544
N -0.727 0.233 -1.802
N -1.961 0.168 -1.856
O -2.692 -0.428 -2.634
H -2.425 0.727 -1.102
C 0.977 0.606 1.779
C 1.577 -0.475 1.336
I 2.384 -1.952 2.612
H 0.574 1.327 1.085
H 0.859 0.812 2.830
H 1.706 -0.711 0.296
*
```

Values from the calculation:
orbital gap = 0.358 Ha
SMILES string = [H]/N=[NH+]\[O-].C=CI
energy = -15279.7940 eV

natural (NBO) atomic charge list, values in e, 6 entries:
1 H 0.3397
2 N -0.4488
3 N 0.2085
4 O -0.4466
5 H 0.3492
6 C -0.4110

---

[10]
Here is 2 unconnected molecules or ions with the total composition C2H5IN2OS from the OMol25 dataset. Energies are from ωB97M-V/def2-TZVPD.

```
! wB97M-V def2-TZVPD RIJCOSX def2/J DEFGRID3
* xyz 0 1
O -0.885 2.437 -1.140
S -1.409 2.589 0.439
N -2.629 1.624 0.618
C -3.120 0.904 -0.296
I -4.780 -0.408 -0.007
H -0.036 2.059 -1.246
H -3.013 0.790 -1.377
C 0.492 -0.720 0.988
N 0.106 -0.529 -0.189
H 0.539 -1.662 1.470
H 1.342 -0.012 1.441
H -0.435 -1.312 -0.557
*
```

Values from the calculation:
orbital gap = 0.328 Ha
SMILES string = OS/N=C/I.C=N
energy = -26115.7887 eV

natural (NBO) atomic charge list, values in e, 6 entries:
1 O -0.8811
2 S 0.8156
3 N -0.6442
4 C -0.0579
5 I 0.0546
6 H 0.5020

---

[11]
Here is 2 unconnected molecules or ions with the total composition C2H5IS2 from the OMol25 dataset. Energies are from ωB97M-V/def2-TZVPD.

```
! wB97M-V def2-TZVPD RIJCOSX def2/J DEFGRID3
* xyz 0 1
C 0.001 -1.539 -0.576
C -0.810 -0.378 -0.448
S 1.171 2.301 1.507
S 2.217 2.292 -0.114
I -2.472 -0.244 0.801
H 0.312 -1.743 -1.666
H -0.468 -2.266 -0.063
H 0.926 -1.291 -0.028
H -0.651 0.679 -0.700
H -0.225 2.189 1.286
*
```

Values from the calculation:
orbital gap (spin up / spin down) = 0.332 / 0.218 Ha
energy = -31923.0912 eV

natural (NBO) atomic charge list, values in e, 6 entries:
1 C -0.7131
2 C -0.2789
3 S 0.0213
4 S -0.1394
5 I 0.1025
6 H 0.2364

---

[12]
Here is 3 unconnected molecules or ions with the total composition C2H5IS2 from the OMol25 dataset. Energies are from ωB97M-V/def2-TZVPD.

```
! wB97M-V def2-TZVPD RIJCOSX def2/J DEFGRID3
* xyz 0 1
C 0.257 0.424 -0.842
C -0.735 -0.297 -0.094
S 1.162 -2.516 0.015
S -0.598 -1.931 0.400
I -2.632 0.639 -0.059
H 1.330 0.068 -0.699
H 0.435 1.537 -0.468
H -0.115 0.441 -1.796
H 0.201 0.477 1.817
H 0.695 1.159 1.726
*
```

Values from the calculation:
orbital gap = 0.265 Ha
energy = -31923.4959 eV

natural (NBO) atomic charge list, values in e, 6 entries:
1 C -0.7649
2 C -0.3494
3 S -0.3959
4 S 0.5227
5 I 0.2188
6 H 0.2722